No. 1
Molecular formula: C2H8N2O2
Method: DFT, the ωB97M-V functional and the def2-TZVPD basis

M ... 92.1 g mol⁻¹
Frontier orbital gap ... 10.54 eV
Total charge ... 0
Relative energy (zero: lowest compared OMol25 entry of this formula, charge and spin) ... 26.7 kcal/mol
E_HOMO ... -9.8 eV
SMILES ... NC=O.NCO
2S+1 ... 1

```
14
Properties=species:S:1:pos:R:3:forces:R:3
N -0.30194 -1.00258 1.78078 0.513 -0.196 0.664
C -1.35520 -0.17342 1.66106 -0.339 0.022 -0.680
O -1.88058 0.47349 2.53460 0.129 0.021 0.401
H 0.18896 -1.03917 2.65497 -0.114 0.044 0.323
H 0.18716 -1.38982 0.99419 -0.251 0.225 -0.429
H -1.74533 -0.14619 0.62902 0.034 -0.015 -0.064
N 1.15309 1.30722 -0.83226 0.249 0.697 0.388
C 0.46740 0.41149 -1.65227 0.114 -1.453 -1.031
O 0.27832 -0.90842 -1.03237 -0.887 0.591 -0.235
H 2.13371 1.43964 -0.99148 0.150 -0.321 -0.091
H 0.94837 1.26556 0.15373 -0.231 -0.005 -0.063
H 1.02740 0.13372 -2.55107 0.297 0.805 0.022
H -0.49257 0.80313 -2.02634 -0.046 -0.187 0.587
H -0.60878 -1.17463 -1.32256 0.383 -0.227 0.207
```
Positions in Å, forces in eV/Å.

---

No. 2
Molecular formula: C2H8N2O2
Method: DFT, the ωB97M-V functional and the def2-TZVPD basis

M ... 92.1 g mol⁻¹
Frontier orbital gap ... 8.35 eV
Total charge ... 0
Relative energy (zero: lowest compared OMol25 entry of this formula, charge and spin) ... 83.3 kcal/mol
E_HOMO ... -7.5 eV
2S+1 ... 1

```
14
Properties=species:S:1:pos:R:3:forces:R:3
C -0.29112 0.50322 -1.18730 -0.707 -0.531 1.988
O -1.55819 0.47838 -0.44937 0.258 0.215 -0.628
H -2.27137 0.75924 -1.03222 0.048 -0.002 0.049
H -0.04859 1.54161 -1.45530 0.034 -0.067 -0.108
H -0.37121 -0.14753 -2.06962 0.219 0.100 0.127
H 1.63342 0.32752 -0.74036 1.523 -1.627 1.310
C 0.69081 -0.34485 0.53172 -1.600 0.423 -2.398
N 0.46520 0.57023 1.51468 -0.560 0.134 1.151
N 0.09477 -1.56502 0.62818 0.620 0.325 0.949
O 1.93535 -0.33585 -0.00644 0.149 1.522 -1.876
H 0.60104 1.53069 1.23656 0.226 -0.156 -0.057
H 0.28651 -2.17253 -0.15378 -0.398 -0.047 0.339
H -0.74238 -1.62414 1.19316 0.126 -0.288 -0.638
H -0.42423 0.47902 1.99008 0.063 -0.002 -0.206
```
Positions in Å, forces in eV/Å.

---

No. 3
Molecular formula: C2H8N2O2P
Method: DFT, the ωB97M-V functional and the def2-TZVPD basis

M ... 123.1 g mol⁻¹
Frontier orbital gap ... 8.42 eV
Total charge ... -1
Relative energy (zero: lowest compared OMol25 entry of this formula, charge and spin) ... 1.8 kcal/mol
E_HOMO ... -4.1 eV
SMILES ... CCN[P@](N)(=O)[O-]
2S+1 ... 1

```
15
Properties=species:S:1:pos:R:3:forces:R:3
C -1.87845 -1.10555 -0.21232 0.006 2.565 -1.265
C -1.30530 0.31060 0.13185 -0.436 0.227 0.213
N -0.08577 0.81607 -0.49288 1.873 -0.697 4.109
P 1.60138 -0.23176 0.16557 -3.255 1.317 0.857
N 2.69932 1.12238 0.31865 -0.195 -1.516 -2.035
O 1.77525 -1.20021 -0.92096 1.071 -0.056 -1.391
O 1.28488 -0.78149 1.53344 0.509 1.236 -0.572
H -1.79994 -1.18588 -1.30083 -0.130 -0.293 -0.042
H -1.21095 -1.78963 0.21857 0.343 -1.483 0.764
H -2.95484 -1.11165 0.04166 0.635 -0.524 0.290
H -2.14094 1.02064 0.00033 0.184 0.127 -0.265
H -1.10573 0.34120 1.19709 -0.008 -0.127 0.368
H 0.00073 0.54712 -1.40225 -0.139 -0.981 -3.289
H 2.71368 1.80173 -0.48780 -0.417 -1.009 1.670
H 2.40669 1.44642 1.20987 -0.041 1.213 0.588
```
Positions in Å, forces in eV/Å.

---

No. 4
Molecular formula: C2H8N2O3S
Method: DFT, the ωB97M-V functional and the def2-TZVPD basis

M ... 140.2 g mol⁻¹
Frontier orbital gap ... 9.53 eV
Total charge ... 0
Relative energy (zero: lowest compared OMol25 entry of this formula, charge and spin) ... 75.2 kcal/mol
E_HOMO ... -9.0 eV
SMILES ... CN(C)OS(N)(=O)=O
2S+1 ... 1

```
16
Properties=species:S:1:pos:R:3:forces:R:3
C -0.34265 0.62875 1.74437 -2.864 2.400 1.607
N 0.11105 -0.28208 0.75460 1.037 0.561 -1.326
C 0.41786 -1.64456 1.17251 0.618 0.748 -1.852
O -0.72353 -0.26297 -0.39120 1.582 0.323 -1.315
S 0.16366 0.00918 -1.88539 0.636 1.890 2.055
N -0.36593 1.59597 -2.21121 -0.364 -2.080 1.686
O 1.59382 0.07602 -1.73830 -0.987 -0.199 0.834
O -0.38021 -0.95727 -2.73812 -1.171 -0.561 -1.254
H -0.91119 0.07377 2.50405 0.001 0.041 0.176
H 0.36155 1.25875 2.32277 0.601 -0.821 -0.694
H -1.12429 1.49117 1.46574 1.648 -2.224 -0.437
H -0.11945 -1.90322 1.99830 -1.626 -0.520 2.775
H 0.03332 -2.33229 0.42712 0.555 -0.019 -0.448
H 1.47200 -1.77947 1.41565 0.025 0.021 -0.438
H 0.21734 2.21042 -1.67282 0.250 0.334 0.020
H -0.40336 1.81785 -3.16808 0.058 0.107 -1.389
```
Positions in Å, forces in eV/Å.

---

No. 5
Molecular formula: C2H8N2O5PS2
Method: DFT, the ωB97M-V functional and the def2-TZVPD basis

M ... 235.2 g mol⁻¹
Frontier orbital gap ... 9.04 eV
Total charge ... -1
Relative energy (zero: lowest compared OMol25 entry of this formula, charge and spin) ... 58.0 kcal/mol
E_HOMO ... -5.8 eV
2S+1 ... 1

```
20
Properties=species:S:1:pos:R:3:forces:R:3
C -1.68347 0.54107 -1.75626 -0.224 0.155 0.191
O -0.58607 -0.32953 -1.88980 0.138 -0.090 -0.386
C 0.67961 0.23562 -1.76602 -0.023 -0.029 -0.015
S 1.76742 -0.74476 -0.67067 0.137 0.097 -0.170
O 2.57343 -1.54766 -1.55974 -0.030 0.039 0.226
O 2.44340 0.26689 0.12117 0.181 -0.046 -0.099
N 0.89629 -1.70303 0.21610 -0.292 0.061 -0.045
S -0.25575 -1.30840 1.21348 0.140 -0.035 0.322
O -0.10176 -2.08597 2.42503 -0.112 -0.019 -0.134
O -1.57088 -1.29885 0.60557 0.014 -0.133 0.077
P -0.09357 0.74020 2.01870 0.161 -0.005 0.393
N 0.24660 0.83754 3.53690 0.061 -0.024 -0.114
H -2.12236 0.44137 -0.75801 0.053 0.034 -0.104
H -2.43684 0.25981 -2.49400 0.027 -0.012 -0.012
H -1.39915 1.58400 -1.93131 0.009 -0.011 -0.043
H 1.20853 0.23283 -2.72434 -0.003 0.046 0.010
H 0.65861 1.25375 -1.36615 -0.055 -0.075 0.079
H 0.75183 1.46154 1.16219 -0.131 0.063 -0.091
H -1.36607 1.23915 1.66349 -0.017 -0.037 -0.155
H 0.39021 -0.07557 3.95366 -0.034 0.020 0.070
```
Positions in Å, forces in eV/Å.

---

No. 6
Molecular formula: C2H8N2OP
Method: DFT, the ωB97M-V functional and the def2-TZVPD basis

M ... 107.1 g mol⁻¹
Frontier orbital gap (alpha / beta) ... 4.02 / 8.10 eV
Total charge ... -1
Relative energy (zero: lowest compared OMol25 entry of this formula, charge and spin) ... 0.0 kcal/mol
E_HOMO (alpha / beta) ... 0.4 / -4.0 eV
Expectation value of S² ... 2.01
2S+1 ... 3

```
14
Properties=species:S:1:pos:R:3:forces:R:3
C 0.94484 0.34078 1.84202 -1.248 -1.629 1.970
C -0.26204 1.25307 -0.06986 1.299 -0.012 -1.773
N -2.17775 -1.81656 -2.11603 2.166 -0.725 -0.244
N 0.02005 0.14105 0.80976 -0.400 -0.834 -3.707
O -0.91755 -1.13066 -1.57750 -2.462 -0.541 -1.557
P 0.30576 -1.28963 -0.26286 1.972 -0.093 0.606
H 0.32393 0.57012 2.73158 0.692 -0.041 0.347
H 1.53563 -0.57522 1.98819 -0.168 0.319 0.258
H 1.57619 1.13732 1.67532 1.808 1.952 -0.503
H 0.60072 1.81255 -0.65056 -0.196 -1.658 0.728
H -0.87113 0.79271 -0.88917 -0.171 1.305 0.830
H -0.55945 2.12515 0.44119 -1.679 0.865 0.931
H -1.68466 -2.67773 -2.55332 -0.955 1.318 0.785
H 1.16545 -0.68296 -1.36877 -0.661 -0.225 1.329
```
Positions in Å, forces in eV/Å.

---

No. 7
Molecular formula: C2H8N2OSi
Method: DFT, the ωB97M-V functional and the def2-TZVPD basis

M ... 104.2 g mol⁻¹
Frontier orbital gap ... 7.68 eV
Total charge ... 0
Relative energy (zero: lowest compared OMol25 entry of this formula, charge and spin) ... 80.7 kcal/mol
E_HOMO ... -7.6 eV
2S+1 ... 1

```
14
Properties=species:S:1:pos:R:3:forces:R:3
C 0.98514 0.60243 2.54329 -1.630 -2.015 -4.672
C 1.34876 0.89023 1.25268 -2.486 -1.725 1.278
N 0.28010 -1.17873 -2.14879 -0.406 1.250 0.069
N -1.83718 -0.36380 0.03760 2.051 -1.545 -2.660
O -0.76151 1.29129 -1.85025 2.776 0.200 3.324
Si -0.44773 -0.08171 -1.04735 0.672 0.302 2.155
H 1.32500 0.97899 3.42682 1.466 1.362 2.121
H 0.22070 -0.19283 2.71113 0.341 0.663 -0.147
H 2.12897 1.58522 1.12008 0.887 0.964 -0.536
H 0.56352 -2.11969 -2.08438 -0.102 -1.166 0.723
H 0.97012 -0.74286 -2.74772 -0.187 0.385 -0.024
H -1.56875 -1.05512 0.72759 -0.331 0.416 0.517
H -1.90390 0.56890 0.36222 -0.434 0.907 1.277
H -1.31296 1.28932 -2.55555 -2.617 0.002 -3.427
```
Positions in Å, forces in eV/Å.

---

No. 8
Molecular formula: C2H8N2P
Method: DFT, the ωB97M-V functional and the def2-TZVPD basis

M ... 91.1 g mol⁻¹
Frontier orbital gap (alpha / beta) ... 8.50 / 7.38 eV
Total charge ... +1
Relative energy (zero: lowest compared OMol25 entry of this formula, charge and spin) ... 75.6 kcal/mol
E_HOMO (alpha / beta) ... -14.6 / -13.8 eV
2S+1 ... 1

```
13
Properties=species:S:1:pos:R:3:forces:R:3
C -0.21844 0.30598 -0.00298 -2.034 0.547 1.803
C 0.67147 -1.83223 -0.56006 0.943 -2.402 -1.114
N -0.25244 -1.00623 0.17872 2.499 2.798 -2.726
N 0.53045 1.00156 -0.83284 0.903 2.022 0.975
P -2.27567 1.98199 1.37094 2.908 -1.337 -0.435
H 0.36573 -1.89144 -1.63330 -0.310 -0.609 0.927
H 1.70528 -1.50238 -0.69914 -0.053 0.824 0.848
H 0.83191 -2.84523 -0.05084 -0.790 1.348 -0.982
H -0.70503 -1.38798 0.93080 -1.590 -0.833 1.948
H 1.27779 0.55238 -1.38491 -0.438 0.402 0.347
H 0.70750 2.05588 -0.53619 -0.653 -3.114 -1.242
H -1.32715 2.88168 0.76570 -0.498 -0.059 0.355
H -1.31141 1.68601 2.45409 -0.886 0.415 -0.704
```
Positions in Å, forces in eV/Å.

---

No. 9
Molecular formula: C2H8N2PS
Method: DFT, the ωB97M-V functional and the def2-TZVPD basis

M ... 123.1 g mol⁻¹
Frontier orbital gap ... 9.16 eV
Total charge ... +1
Relative energy (zero: lowest compared OMol25 entry of this formula, charge and spin) ... 50.3 kcal/mol
E_HOMO ... -13.6 eV
2S+1 ... 1

```
14
Properties=species:S:1:pos:R:3:forces:R:3
C -1.10566 1.93691 -0.18679 2.552 -0.993 1.452
C -0.82477 -0.86686 0.03643 -0.994 0.518 1.036
N 1.63703 -0.54412 0.34625 0.545 2.035 -0.383
N -0.99939 -2.12424 0.36130 -0.112 2.844 0.611
P 2.41056 0.85990 0.30377 0.804 -2.109 1.114
S -1.42719 0.48400 0.98068 1.001 -0.628 -1.247
H -1.77857 2.66149 0.26541 0.190 0.320 -0.729
H -1.27756 1.52975 -1.13973 -1.222 0.072 -1.298
H 0.02053 2.21454 -0.27673 -2.017 -0.159 1.003
H -0.47139 -0.76295 -0.94511 0.465 0.820 -1.132
H -1.43360 -2.22650 1.25896 -0.150 -1.432 0.185
H 2.01925 -1.34785 0.81580 0.462 -0.201 0.289
H -0.80000 -2.76370 -0.36798 -0.032 -1.351 0.064
H 3.71355 0.60589 1.11792 -1.492 0.265 -0.966
```
Positions in Å, forces in eV/Å.

---

No. 10
Molecular formula: C2H8N2S
Method: DFT, the ωB97M-V functional and the def2-TZVPD basis

M ... 92.2 g mol⁻¹
Frontier orbital gap ... 9.81 eV
Total charge ... 0
Relative energy (zero: lowest compared OMol25 entry of this formula, charge and spin) ... 3.3 kcal/mol
E_HOMO ... -9.2 eV
SMILES ... [H]/N=C/N.CS
2S+1 ... 1

```
13
Properties=species:S:1:pos:R:3:forces:R:3
H 4.60129 -2.76266 0.37874 0.103 0.043 -0.048
N 4.03400 -1.92702 0.27181 -0.172 -0.154 -0.345
C 2.80702 -2.25329 0.27903 0.305 0.443 0.751
N 1.79754 -1.32478 0.10662 -0.276 0.560 0.001
H 2.46413 -3.26336 0.47892 -0.229 -0.183 -0.094
H 2.12980 -0.37185 0.01957 0.365 -0.150 -0.129
H 1.06686 -1.31589 0.80515 -0.109 -0.547 -0.128
C -2.09906 2.56029 -0.88558 -0.892 -0.191 0.027
S -2.90778 1.27419 0.13531 0.278 0.056 -0.018
H -1.16309 2.15269 -1.23882 0.184 0.296 -0.095
H -1.98467 3.46275 -0.30144 0.326 0.058 0.172
H -2.77546 2.79375 -1.70489 0.259 -0.031 -0.201
H -2.09316 0.30785 -0.29720 -0.143 -0.200 0.107
```
Positions in Å, forces in eV/Å.

---

No. 11
Molecular formula: C2H8N3
Method: DFT, the ωB97M-V functional and the def2-TZVPD basis

M ... 74.1 g mol⁻¹
Frontier orbital gap ... 10.59 eV
Total charge ... +1
Relative energy (zero: lowest compared OMol25 entry of this formula, charge and spin) ... 83.5 kcal/mol
E_HOMO ... -14.0 eV
2S+1 ... 1

```
13
Properties=species:S:1:pos:R:3:forces:R:3
C 2.11726 0.45208 0.06614 3.058 2.995 -0.273
C -1.11602 -0.69600 -0.05414 -1.509 -0.932 0.596
N 0.89278 0.33176 0.03884 -0.559 -0.753 -0.870
N 0.27735 -0.82307 0.18873 0.510 -1.599 0.879
N -1.39086 0.74572 -0.07997 -1.793 -0.422 -1.525
H 2.61172 1.41092 -0.05952 -0.787 0.351 -0.136
H 2.87057 -0.25059 0.21784 0.431 -2.080 0.409
H -1.36939 -1.27856 -0.92506 -0.483 0.661 -0.932
H -1.64457 -1.18986 0.72940 -0.504 -0.203 0.821
H 0.74432 -1.70639 -0.00637 -0.019 0.490 0.065
H -1.66450 1.14190 0.79986 0.383 -0.156 0.999
H -2.23187 0.96684 -0.63520 0.922 -0.221 -0.406
H -0.09679 0.89527 -0.28056 0.350 1.868 0.374
```
Positions in Å, forces in eV/Å.

---

No. 12
Molecular formula: C2H8N3
Method: DFT, the ωB97M-V functional and the def2-TZVPD basis

M ... 74.1 g mol⁻¹
Frontier orbital gap (alpha / beta) ... 8.78 / 9.04 eV
Total charge ... +1
Relative energy (zero: lowest compared OMol25 entry of this formula, charge and spin) ... 185.3 kcal/mol
E_HOMO (alpha / beta) ... -13.4 / -14.0 eV
2S+1 ... 1

```
13
Properties=species:S:1:pos:R:3:forces:R:3
C 0.79184 0.01881 -0.38592 1.328 -2.834 -0.972
C -1.73028 -0.40219 0.47815 0.316 -1.867 -1.381
N 0.88442 -0.21652 1.00235 -0.647 -2.512 2.263
N 1.45381 0.97686 -1.06555 0.235 2.647 -1.190
N -0.38702 0.27095 0.44856 -0.428 1.350 -0.650
H 1.45103 -1.74861 -1.19546 -1.085 1.628 0.702
H -1.57140 -1.53048 0.73462 -0.427 2.134 -0.728
H -2.29270 0.08972 1.25744 -0.121 -0.029 0.223
H -2.24409 -0.22610 -0.54422 0.959 -0.529 1.732
H 0.70417 -1.26274 1.39093 0.679 2.918 -1.602
H 0.97755 1.87404 -1.41870 0.930 -2.176 0.824
H 2.46177 0.88489 -1.37680 -1.967 -0.248 0.726
H -0.49910 1.27135 0.67462 0.228 -0.483 0.054
```
Positions in Å, forces in eV/Å.